1.
Here is a 6-piece molecular cluster, C33H62F8N3O11P2S overall in a non-equilibrium geometry from the Open Molecules 2025 dataset. Energies are from the ωB97M-V functional and the def2-TZVPD basis.

Results
* highest occupied orbital energy: -4.4 eV
* orbital gap: 6.49 eV
* total charge: -1
* E_tot: -4166.2289 Ha

Each line ends with the Mulliken charge.
Element x y z (Å)
C 1.652048 -2.442461 -1.714325  -0.72
H -0.155723 -7.588164 -0.030277  0.31
C 8.371459 6.527001 -0.314692  0.34
H -0.596510 -7.801874 -1.738352  0.40
H 6.728600 5.474385 -0.326670  0.30
F 2.278219 3.669018 -0.504566  -0.27
H 4.519850 -5.259881 1.153196  0.32
C 1.205475 1.473220 1.027266  -0.50
H -6.051356 -0.047684 -1.587658  0.36
C 1.951719 -3.619465 -3.640910  -0.38
H -3.438995 0.242056 0.869193  0.55
C -2.580119 -0.103657 0.218612  -0.29
C -1.698807 2.188449 -4.778840  -0.04
H -3.284737 -0.598152 -2.831231  0.41
H 3.820420 -7.372144 0.041450  0.31
H 9.422238 6.878040 1.552117  0.37
H -1.099860 3.096335 0.206896  0.22
C -2.903241 -7.194243 -0.301320  -1.57
H 0.347274 -1.954557 0.731454  0.06
O 1.365049 0.967896 5.558910  -0.52
H -1.598261 0.946798 -1.419390  -0.07
N 2.523673 -2.869132 -2.665336  -0.54
H 3.105755 2.019049 5.487768  0.18
C 1.495849 3.310611 6.094026  -1.22
O -3.696328 -3.261668 1.271525  -0.34
C 0.220500 -2.698939 -1.635074  0.69
O 0.321146 1.641370 -0.065137  -0.39
H -7.984598 2.613024 -2.311790  0.07
H 2.129895 4.103110 6.498306  0.36
C 7.656572 7.869653 -0.343098  -1.18
H 1.011657 0.445718 1.459272  0.27
H -2.013949 -5.734173 -1.604969  0.01
C 8.756775 6.136128 1.104183  -1.16
C -8.792543 2.612734 -1.577630  0.74
H 1.211220 3.577076 5.073554  0.26
H 3.360546 -7.378208 -2.403251  0.29
H 8.289193 8.663360 0.061514  0.37
H 9.259238 5.166736 1.111175  0.31
C 3.237488 2.869414 0.041699  0.39
O -1.527796 -5.325350 0.327911  -0.34
H 3.991939 -5.745752 -2.550765  0.23
H -1.296423 -5.799143 1.135887  0.23
H 0.949884 2.198623 1.841202  0.47
H 0.130640 -4.637625 -4.546304  0.36
H -8.925506 2.247718 0.335991  0.32
C 2.701867 1.494624 0.613057  0.78
C -3.274040 -1.202716 -0.707795  0.70
H 6.731506 7.829530 0.239662  0.28
O -2.543427 1.484707 -3.929300  -0.06
C -0.338594 -3.548022 -2.684734  -0.36
O -2.152942 -1.918530 -1.269868  -0.17
O 7.525324 5.525652 -0.870727  -0.52
H -4.636801 -1.651128 -2.349962  0.75
H 0.571246 0.912752 6.104171  0.33
F 4.262551 4.979732 0.461284  -0.37
H 2.083956 -1.821294 -0.890897  0.39
H 1.718740 1.472583 8.165063  0.36
H 9.266921 6.574541 -0.938578  0.31
H 0.572953 3.269749 6.680153  0.40
C -5.058885 0.423312 -1.830880  -0.46
F 2.037110 4.371239 2.290303  -0.22
H -4.831153 1.096985 -0.973239  0.33
O -8.220068 2.251807 -0.321740  -0.49
C 4.072810 3.735861 1.063381  0.86
C -2.104062 1.243613 -0.456720  -0.30
H 2.628421 -3.964004 -4.463024  0.32
O -5.564907 -1.318325 1.069188  -0.48
H -1.214906 -3.143952 0.387203  -0.64
C 4.077901 -6.673118 -1.976994  -1.20
F 4.110236 2.554446 -0.991480  -0.33
C 2.604467 1.573497 7.530651  -1.45
H -10.176961 4.038665 -0.715009  0.35
H -9.396120 0.586958 -2.027960  0.30
C -3.796831 1.912767 -4.109289  0.45
O -1.603378 -0.847849 0.944830  -0.72
H 3.511822 3.169285 3.140140  0.18
C -1.000728 1.986645 0.382500  -0.89
S -5.340596 1.405807 -3.356627  -0.24
F 3.456344 1.089691 1.717697  -0.32
H -0.182910 -0.684807 -0.663144  -0.40
H 2.395844 -5.089506 -0.854554  0.14
C 3.774676 -6.427225 -0.506454  0.41
C -1.749945 -6.283926 -0.699359  0.95
H -8.633203 4.731742 -1.185897  0.34
H 5.085696 -7.074983 -2.111416  0.43
H 7.376706 8.132855 -1.365154  0.31
H -10.637981 1.533752 -1.224040  0.33
C 3.356223 4.018485 2.428433  0.20
H -3.110909 -7.933479 -1.079491  0.37
F 5.332871 3.216005 1.210553  -0.30
H 0.337451 -6.388407 -1.210363  0.13
C -9.394237 4.006028 -1.479584  -1.42
H -2.677557 -7.722509 0.630640  0.36
H -2.940065 1.922092 -0.745863  0.62
H -4.090305 -3.046489 2.138027  0.22
C -4.032866 -0.758924 -2.017830  -1.59
O 2.449209 -5.928147 -0.372246  -0.39
H 3.270881 2.314454 7.978117  0.36
C 2.212418 1.968735 6.115254  0.62
H 7.868201 6.038321 1.735040  0.25
H -1.170824 1.726947 1.458097  0.43
C -0.470642 -7.065481 -0.939022  -1.16
H -10.284788 1.822203 -2.940440  0.37
N -3.803259 2.896863 -5.059947  -0.40
C 0.572531 -4.023587 -3.737944  -0.76
H 4.691683 -4.467754 -0.404847  0.32
N -2.523033 3.003164 -5.436458  -0.49
H -9.825401 4.318549 -2.433185  0.37
H 3.108074 0.604798 7.532050  0.35
F 3.993300 5.117850 2.996671  -0.34
C 4.755275 -5.435392 0.101220  -1.30
H 5.783241 -5.800243 0.028916  0.40
H -5.117324 -1.166574 1.923793  0.26
H -3.808874 -6.609492 -0.123811  0.35
P -4.552802 -2.325054 0.147773  -0.13
F 2.932864 0.548820 -0.359862  -0.24
H -0.608508 2.071375 -4.852249  0.43
P -0.780302 -1.924804 -0.202304  1.38
H -1.410539 -3.819951 -2.683217  0.67
C -9.840207 1.582943 -1.971889  -1.26

Atoms 1-6, force components in eV/Å:
-1.1044 -0.0763 0.2967
-0.0840 -0.0158 -0.0022
-0.5639 0.0319 0.4664
-0.0056 -0.0192 0.0265
0.0518 -0.0354 -0.0785
0.4957 -0.9126 0.8343


2.
Here is one molecule with the formula C2H4N4O2 in a non-equilibrium geometry from the Open Molecules 2025 dataset. Energies are from the ωB97M-V functional and the def2-TZVPD basis.

Results
* highest occupied orbital energy: -9.0 eV
* SMILES string: O/N=c1\cn[nH]n1O
* orbital gap: 8.71 eV
* E_tot: -447.8760 Ha
* relative energy (zero: lowest compared OMol25 entry of this formula, charge and spin): 594.4 kJ/mol

Each line ends with the Mulliken charge.
Element x y z (Å)
O -1.359203 1.851687 -0.257645  -0.39
N -1.911472 -0.558229 -0.022850  -0.24
H -0.645777 1.839824 -0.980637  0.39
C 0.188642 -1.111922 -0.156475  -0.13
N -1.069657 -1.571816 -0.151306  -0.40
H 3.146538 0.422627 -0.166434  0.31
H -2.415174 -0.771528 1.056398  0.36
O 2.425117 -0.118224 -0.106086  -0.41
N 1.352566 0.873300 0.294071  -0.50
N -1.093239 0.615454 0.346776  0.13
H 1.114769 -1.688581 -0.052471  0.46
C 0.266886 0.217403 0.196664  0.43

Atoms 1-6, force components in eV/Å:
1.3616 -1.0101 -1.3906
-1.9296 1.6763 4.3319
-1.5479 0.7002 0.9501
-1.9781 -4.2560 0.6844
4.0257 -0.6212 -0.3485
2.9478 2.3439 -0.1382


3.
Here is one molecule with the formula C4H6O in a non-equilibrium geometry from the Open Molecules 2025 dataset. Energies are from the ωB97M-V functional and the def2-TZVPD basis.

Results
* highest occupied orbital energy: -7.6 eV
* SMILES string: C/C=C1/CO1
* orbital gap: 8.70 eV
* E_tot: -231.0832 Ha
* relative energy (zero: lowest compared OMol25 entry of this formula, charge and spin): 368.9 kJ/mol

Each line ends with the Mulliken charge.
Element x y z (Å)
C -0.889138 1.509085 1.420105  -0.02
H 1.415381 -0.962695 -2.022492  0.26
H -1.447810 1.221286 2.303668  0.20
H 0.620518 -2.338176 -1.259792  0.28
C 0.597248 -1.248692 -1.355207  -0.93
C -0.349535 0.512572 0.553445  0.04
H -0.343273 -0.955102 -1.812464  0.28
H -0.483414 2.512182 1.421404  0.20
O -1.490345 1.097217 0.171398  -0.38
H 1.595384 -0.733077 0.624031  0.36
C 0.774985 -0.614600 -0.044096  -0.29

Atoms 1-6, force components in eV/Å:
0.2042 0.2684 0.9380
-0.0572 -0.0402 -0.1218
0.0021 -0.0171 -0.0076
-0.0695 -0.0086 -0.1137
0.0552 -0.1920 -0.1972
5.6326 -5.6771 -3.2347


4.
Here is C18H9Br4ClN2O3V as an isolated structure in a non-equilibrium geometry from the Open Molecules 2025 dataset. Energies are from the ωB97M-V functional and the def2-TZVPD basis.

Results
* highest occupied orbital energy (spin up / spin down): 0.3 / -0.1 eV
* expectation value of S²: 0.785
* 2S+1: 2
* orbital gap (spin up / spin down): 3.82 / 4.16 eV
* total charge: -2
* E_tot: -12726.8759 Ha

Each line ends with the Mulliken charge.
Element x y z (Å)
C -2.908539 -1.306523 -0.890625  -0.28
H -1.991697 1.482312 -2.946725  0.33
C -4.629999 -1.326322 0.771073  -0.04
C 1.991397 -1.051990 1.349531  0.75
C -3.840015 -0.501221 1.546308  -0.94
C 3.466359 -2.265042 2.892070  0.15
C -2.697946 4.778023 -2.395354  -0.50
H -3.273486 5.598435 -2.807288  0.33
H -2.486044 -1.612770 -1.837125  0.47
H -3.298042 3.344653 -3.884120  0.30
Br 5.074588 -2.294233 3.902951  -0.23
O 1.622052 -0.050024 0.634231  -0.88
H -1.872183 5.910555 -0.760384  0.30
C 1.402686 -3.278426 2.162186  -0.33
H -4.149046 -0.166855 2.525660  0.36
C 1.056180 -2.161076 1.409532  0.75
N -2.157344 -0.523026 -0.139323  0.10
C 3.144948 -1.117410 2.128585  -0.54
C -1.184477 3.892993 -0.710548  -0.55
Cl -5.121639 -2.768022 -1.487718  -0.26
N -0.512404 1.561407 -0.739259  -0.60
C -1.184340 2.583694 -1.284887  -0.04
H -0.581391 4.040048 0.179118  0.33
C -2.604472 -0.114276 1.038163  0.03
C -1.913705 4.939445 -1.248262  -0.24
Br 3.005306 -4.910894 3.899932  -0.24
C 0.273284 -0.919345 -1.974176  0.25
C 2.605426 -3.342735 2.903692  0.15
H -5.601365 -1.661880 1.117068  0.39
H -1.936113 0.531126 1.591608  0.45
O -0.063274 -2.008217 0.770841  -0.60
Br 4.267133 0.409343 2.074610  -0.18
C -4.171111 -1.725053 -0.458365  -0.16
V -0.147531 -0.133559 -0.354816  0.62
C -1.981789 2.454106 -2.464585  -0.32
O 0.613662 -1.291537 -3.038022  -0.56
C -2.709479 3.510478 -2.984922  -0.37
Br 0.117454 -4.678115 2.169855  -0.19

Atoms 1-6, force components in eV/Å:
-0.6161 -0.3637 -0.0933
-0.0163 0.0091 -0.0196
-0.6622 -0.2030 0.2659
-0.2813 -0.0024 0.1398
0.5834 0.2668 -0.1945
-0.0678 0.1455 -0.0669


5.
Here is one molecule with the formula C5H5FIN in a non-equilibrium geometry from the Open Molecules 2025 dataset. Energies are from the ωB97M-V functional and the def2-TZVPD basis.

Results
* highest occupied orbital energy (spin up / spin down): -6.1 / -9.4 eV
* expectation value of S²: 2.007
* 2S+1: 3
* orbital gap (spin up / spin down): 6.40 / 6.09 eV
* E_tot: -645.6780 Ha
* relative energy (zero: lowest compared OMol25 entry of this formula, charge and spin): 0.0 kJ/mol

Each line ends with the Mulliken charge.
Element x y z (Å)
C -0.443419 -0.977495 -0.463136  -0.42
F 2.499664 -0.297624 0.031787  -0.32
C 0.250783 -0.663939 -1.702502  -0.12
C -0.312199 -0.130801 0.561361  -0.34
I 3.269647 2.435062 -0.816537  0.09
C 1.681386 0.632933 -0.539471  0.30
H 1.092379 1.269737 1.409266  0.38
H 0.075254 1.927162 0.116298  0.32
N 1.217587 0.160635 -1.770062  -0.59
H -0.867571 -0.238462 1.480448  0.39
H -0.081700 -1.108777 -2.631418  0.42
H -1.089929 -1.839674 -0.425131  0.38
C 0.623572 1.042460 0.450743  -0.51

Atoms 1-6, force components in eV/Å:
-0.2028 0.0250 0.3381
0.8099 -0.2610 0.2080
-0.1886 0.1847 -0.0943
-0.1611 0.1853 0.1176
1.6596 1.7684 -0.3807
-2.1563 -0.6614 0.8734


6.
Here is one molecule with the formula C5H6N2 in a non-equilibrium geometry from the Open Molecules 2025 dataset. Energies are from the ωB97M-V functional and the def2-TZVPD basis.

Results
* highest occupied orbital energy: -10.0 eV
* SMILES string: [H]/N=C(/C#C)N1CC1
* orbital gap: 10.48 eV
* E_tot: -303.4352 Ha
* relative energy (zero: lowest compared OMol25 entry of this formula, charge and spin): 527.3 kJ/mol

Each line ends with the Mulliken charge.
Element x y z (Å)
C 1.248284 -0.313159 0.741730  -0.25
C 1.012407 -0.485375 -0.664690  -0.49
C -1.978578 -1.200680 0.087034  0.79
H 2.439948 -0.222929 1.119688  0.21
H -2.828833 -1.868429 0.133478  0.43
N 0.783512 0.757163 -0.141864  -0.41
H 1.925058 -0.409582 -1.322713  0.22
C -1.372840 -0.205143 -0.044558  -0.97
H -0.259652 2.590705 -0.080060  0.35
C -0.639438 0.991251 -0.145367  0.23
N -1.053091 2.172149 0.114666  -0.69
H 0.510032 -0.829817 1.354506  0.27
H 0.213191 -0.976152 -1.151852  0.30

Atoms 1-6, force components in eV/Å:
2.7565 -0.5796 1.8527
4.6952 -1.7235 -4.2769
-2.9719 -2.4926 0.1855
-3.7849 -0.1395 -0.9156
0.8580 -0.0584 0.1041
-1.4029 2.8043 0.4185